[1]
# C28H78N2O17

10 unconnected molecules or ions with the total composition C28H78N2O17 (ωB97M-V with the def2-TZVPD basis set, the OMol25 dataset).

Each line ends with the Mulliken charge.
Geometry (Å):
C1 2.009 -1.213 0.637  -0.218
O1 3.423 -1.259 0.561  -0.377
C2 3.778 -1.847 -0.668  -0.184
C3 5.269 -1.907 -0.600  -0.483
N1 5.696 -2.590 -1.799  -0.340
C4 7.098 -2.141 -1.916  -0.721
C5 7.657 -2.767 -3.081  -0.402
O2 8.793 -2.442 -3.530  -0.334
C6 9.916 -2.907 -2.865  -0.696
H1 1.558 -2.204 0.673  0.624
H2 1.593 -0.451 -0.008  0.031
H3 1.649 -0.864 1.601  -0.501
H4 3.323 -1.351 -1.500  -0.057
H5 3.467 -2.863 -0.756  0.325
H6 5.497 -2.492 0.351  0.251
H7 5.739 -0.939 -0.451  0.306
H8 5.329 -1.926 -2.457  0.256
H9 7.576 -2.484 -1.065  0.505
H10 7.189 -1.053 -1.809  0.329
H11 6.914 -2.570 -3.885  0.242
H12 7.597 -3.883 -3.077  0.325
H13 9.793 -2.833 -1.759  0.301
H14 10.730 -2.231 -3.070  0.268
H15 10.335 -3.848 -3.139  0.290
C7 0.558 -2.693 5.746  -0.952
O3 -0.080 -1.793 4.970  -0.184
C8 0.229 -1.863 3.565  0.920
C9 -0.836 -2.673 2.924  -1.216
N2 -0.887 -2.561 1.517  0.485
C10 -1.748 -3.548 0.845  -0.572
C11 -1.629 -3.373 -0.651  0.631
O4 -2.334 -4.057 -1.431  -0.227
C12 -2.035 -5.487 -1.440  -1.087
H16 0.424 -2.316 6.771  0.284
H17 1.649 -2.621 5.589  0.366
H18 0.304 -3.737 5.669  0.295
H19 1.271 -2.142 3.317  0.504
H20 0.088 -0.821 3.245  -0.994
H21 -1.766 -2.213 3.192  0.397
H22 -0.736 -3.652 3.396  0.500
H23 -1.111 -1.599 1.250  -0.761
H24 -2.885 -3.293 1.028  0.236
H25 -1.444 -4.543 1.192  0.513
H26 -0.689 -3.256 -1.150  0.550
H27 -2.085 -2.382 -0.757  -1.209
H28 -2.712 -5.983 -2.079  0.334
H29 -2.232 -5.874 -0.447  0.360
H30 -1.136 -5.731 -1.809  0.398
O5 -1.057 2.286 -2.304  -0.358
C13 -0.825 3.364 -1.390  1.426
C14 0.541 3.643 -1.100  -1.177
O6 0.518 4.704 -0.198  -0.534
H31 -0.678 1.586 -1.780  -0.844
H32 -1.170 4.325 -1.861  0.366
H33 -1.359 3.239 -0.431  -0.508
H34 1.108 3.926 -1.892  0.651
H35 1.003 2.827 -0.588  0.160
H36 0.408 5.494 -0.697  0.397
O7 0.223 2.754 1.706  -0.362
C15 1.408 3.057 2.461  -1.184
C16 2.167 1.809 2.697  -0.114
O8 1.577 1.108 3.759  -0.556
H37 -0.011 3.582 1.327  -0.586
H38 2.026 3.755 1.913  0.504
H39 1.201 3.615 3.377  0.551
H40 3.206 1.980 2.957  0.522
H41 2.185 1.113 1.807  -0.095
H42 2.156 0.426 4.106  0.261
O9 -0.021 2.504 5.300  -0.583
C17 -0.946 1.609 5.773  -0.308
C18 -1.974 1.256 4.734  0.470
O10 -2.824 0.263 5.258  -0.638
H43 0.335 2.015 4.570  0.121
H44 -0.535 0.637 5.916  0.040
H45 -1.399 1.719 6.738  0.436
H46 -1.460 0.872 3.910  -0.479
H47 -2.385 2.264 4.370  0.165
H48 -2.221 -0.421 5.517  0.349
O11 1.342 0.601 -2.185  -0.433
C19 1.156 -0.696 -2.844  -0.333
C20 -0.222 -0.750 -3.220  0.382
O12 -0.629 -2.031 -3.662  -0.668
H49 1.545 1.211 -2.838  0.290
H50 1.814 -0.739 -3.738  0.346
H51 1.356 -1.553 -2.209  0.191
H52 -0.386 -0.072 -4.005  0.286
H53 -0.787 -0.381 -2.389  -0.278
H54 -1.518 -2.132 -3.310  0.106
O13 -4.624 -3.085 -5.275  -0.555
C21 -3.971 -1.897 -4.882  -0.127
C22 -4.185 -1.790 -3.450  -0.713
O14 -3.286 -0.856 -2.899  0.078
H55 -4.135 -3.529 -6.015  0.317
H56 -2.899 -1.850 -5.020  0.321
H57 -4.540 -1.128 -5.453  0.204
H58 -3.893 -2.735 -2.875  0.007
H59 -5.176 -1.542 -3.141  0.642
H60 -3.830 -0.035 -2.968  0.013
C23 -2.628 4.494 1.982  -0.111
C24 -3.088 5.742 1.418  -0.741
O15 -3.121 5.651 0.000  -0.356
H61 -3.247 3.714 1.582  0.283
H62 -2.323 4.375 3.089  0.272
H63 -1.702 4.241 1.541  0.100
H64 -2.379 6.455 1.680  0.476
H65 -4.042 6.075 1.855  0.312
H66 -3.069 6.568 -0.178  0.230
C25 -4.926 4.158 -2.451  -1.572
C26 -4.221 3.040 -2.020  0.903
O16 -3.767 2.331 -3.147  -0.533
H67 -5.707 3.921 -3.197  0.397
H68 -4.185 4.811 -2.884  0.338
H69 -5.429 4.595 -1.596  0.309
H70 -4.936 2.424 -1.525  0.399
H71 -3.333 3.250 -1.452  -0.524
H72 -2.929 2.595 -3.409  0.339
C27 -2.678 0.316 -0.274  -0.181
C28 -2.244 0.568 1.086  -1.032
O17 -0.842 0.349 0.976  4.409
H73 -3.461 0.963 -0.572  0.262
H74 -2.972 -0.721 -0.454  0.284
H75 -1.868 0.489 -1.062  -0.158
H76 -2.760 -0.118 1.709  0.502
H77 -2.186 1.647 1.387  -0.458
H78 -0.392 1.023 1.494  -1.634

Computed properties:
SMILES	COCCNCCOC.COCCNCCOC.OCCO.OCCO.OCCO.OCCO.OCCO.CCO.CCO.CCO
charge	0
orbital gap	8.40	eV
LUMO	0.17	eV

[2]
# C28H78N6O8

8 unconnected molecules or ions with the total composition C28H78N6O8 (ωB97M-V with the def2-TZVPD basis set, the OMol25 dataset).

Each line ends with the Mulliken charge.
Geometry (Å):
C1 13.779 3.741 10.200  -0.656
O1 13.322 4.888 10.908  -0.515
C2 13.176 6.038 10.109  0.052
C3 14.484 6.706 9.740  0.819
C4 15.317 7.141 10.932  -1.688
N1 14.181 7.923 8.938  -0.242
H1 13.070 3.485 9.406  0.254
H2 13.790 2.931 10.925  0.330
H3 14.783 3.900 9.804  0.280
H4 12.686 5.776 9.156  0.278
H5 12.537 6.722 10.671  -0.154
H6 15.032 6.057 9.052  0.225
H7 16.177 7.693 10.532  0.458
H8 15.834 6.286 11.373  0.399
H9 14.759 7.754 11.633  0.172
H10 13.833 8.665 9.537  -0.040
H11 13.390 7.735 8.321  -0.111
C5 6.374 10.143 6.583  -0.550
O2 6.583 11.054 7.637  -0.431
C6 6.844 10.381 8.841  -0.495
C7 7.376 11.288 9.903  0.455
C8 8.756 11.831 9.567  -0.972
N2 7.389 10.518 11.159  -0.614
H12 6.092 10.723 5.704  0.319
H13 5.574 9.424 6.789  0.299
H14 7.312 9.628 6.342  0.122
H15 5.906 9.887 9.166  0.548
H16 7.529 9.522 8.758  -0.082
H17 6.727 12.159 10.071  0.276
H18 8.669 12.713 8.940  0.396
H19 9.419 11.045 9.198  -0.134
H20 9.258 12.142 10.491  0.346
H21 7.727 11.074 11.929  0.245
H22 6.479 10.119 11.336  0.204
C9 6.525 6.268 8.496  -0.471
O3 5.827 5.769 7.390  -0.386
C10 6.665 5.373 6.337  -0.635
C11 5.837 4.671 5.284  0.445
C12 6.735 4.148 4.151  -1.262
N3 4.736 5.468 4.747  -0.711
H23 6.877 7.296 8.350  0.078
H24 7.392 5.644 8.751  0.325
H25 5.856 6.281 9.357  0.304
H26 7.130 6.265 5.867  0.170
H27 7.522 4.772 6.668  0.422
H28 5.430 3.763 5.743  0.273
H29 7.775 3.999 4.441  0.316
H30 6.724 4.778 3.258  0.337
H31 6.349 3.184 3.813  0.310
H32 4.470 6.165 5.438  0.310
H33 5.089 6.026 3.973  0.256
C13 13.024 9.916 4.607  -0.461
O4 13.451 8.668 4.148  -0.518
C14 14.077 7.877 5.141  0.445
C15 15.412 8.428 5.613  1.051
C16 16.362 8.651 4.454  -1.802
N4 16.015 7.461 6.545  -0.336
H34 12.258 9.843 5.390  0.002
H35 12.592 10.451 3.761  0.359
H36 13.850 10.533 4.982  0.240
H37 13.366 7.725 5.966  -0.277
H38 14.278 6.924 4.640  -0.053
H39 15.231 9.398 6.101  -0.191
H40 17.384 8.788 4.812  0.467
H41 16.108 9.480 3.791  0.354
H42 16.353 7.785 3.780  0.291
H43 15.395 7.400 7.354  -0.238
H44 16.851 7.916 6.904  0.302
C17 13.498 15.330 6.624  -0.818
O5 13.697 14.038 7.166  -0.304
C18 14.041 13.998 8.533  -0.977
C19 13.496 12.716 9.137  0.441
C20 14.243 11.495 8.599  -0.115
N5 12.044 12.601 8.878  -0.464
H45 12.448 15.626 6.581  0.281
H46 13.916 15.346 5.618  0.245
H47 14.054 16.058 7.224  0.347
H48 15.135 13.945 8.608  0.287
H49 13.672 14.858 9.099  0.523
H50 13.604 12.729 10.228  0.249
H51 15.316 11.483 8.806  0.550
H52 14.088 11.492 7.516  0.120
H53 13.843 10.559 8.981  -0.553
H54 11.803 11.617 8.896  0.089
H55 11.874 12.975 7.953  0.283
C21 13.383 3.871 4.749  -0.246
O6 14.298 3.059 5.418  -0.449
C22 15.363 3.801 6.001  -0.154
C23 16.496 4.107 5.047  0.974
C24 17.184 2.875 4.526  -1.523
N6 17.432 4.937 5.817  -0.748
H56 12.923 4.634 5.385  -0.134
H57 12.633 3.215 4.298  0.355
H58 13.805 4.372 3.862  0.242
H59 14.966 4.732 6.432  -0.220
H60 15.722 3.210 6.847  0.403
H61 16.087 4.688 4.205  0.002
H62 16.613 2.380 3.739  0.310
H63 17.433 2.147 5.301  0.321
H64 18.158 3.131 4.094  0.434
H65 16.962 5.834 5.985  0.362
H66 18.273 5.147 5.292  0.305
C25 11.969 9.888 13.132  -1.323
C26 11.813 10.485 11.757  0.238
O7 11.564 9.461 10.762  -0.186
H67 12.672 9.057 13.170  0.246
H68 11.017 9.433 13.445  0.363
H69 12.158 10.673 13.864  0.409
H70 12.717 10.998 11.436  0.029
H71 10.963 11.163 11.667  -0.018
H72 10.945 8.815 11.119  0.093
C27 10.447 6.722 7.228  0.018
C28 10.294 8.238 7.184  0.093
O8 11.388 8.888 7.818  0.322
H73 9.639 6.282 6.637  0.189
H74 10.404 6.356 8.255  0.316
H75 11.381 6.432 6.745  -0.579
H76 9.340 8.548 7.618  -0.434
H77 10.351 8.550 6.140  0.367
H78 11.348 8.757 8.774  -0.069

Computed properties:
SMILES	COC[C@H](C)N.COC[C@H](C)N.COC[C@H](C)N.COC[C@H](C)N.COC[C@H](C)N.COC[C@H](C)N.CCO.CCO
charge	0
orbital gap	9.05	eV
LUMO	0.42	eV